# C23H35CaClIN3O2S2

A molecular structure, C23H35CaClIN3O2S2 (wB97M-V/def2-TZVPD, the OMol25 dataset).

frontier orbital gap = 4.03 eV
largest force on an atom = 0.79 eV Å⁻¹
E_tot = -93721.901 eV
LUMO energy = 3.85 eV

Geometry as ORCA input:
```
! RIJCOSX wB97M-V def2-TZVPD def2/J DEFGRID3
* xyz -2 1
Ca 0.26359 1.02435 0.43028
Cl -5.85860 -1.41043 3.81373
C -4.19866 -1.01343 3.40490
C -3.23029 -1.11786 4.36549
C -1.90069 -0.80289 4.07162
I -0.44543 -0.99370 5.55767
C -1.46884 -0.36419 2.80750
O -0.27480 -0.08173 2.51464
C -2.52705 -0.29337 1.79904
N -2.11841 0.06399 0.56850
C -2.99254 0.18332 -0.40278
C -4.35951 -0.07950 -0.20997
C -4.79902 -0.47490 1.02669
C -3.87568 -0.59779 2.08764
H -3.49449 -1.44447 5.36255
H -2.59075 0.50097 -1.35910
H -5.04564 0.03367 -1.03905
H -5.84362 -0.69220 1.20779
C 3.32729 -0.07478 -0.60763
N 2.35609 -0.88644 0.11484
C 2.71806 -1.00217 1.51906
C 2.22883 -2.17479 -0.53409
C 1.13334 -3.06817 0.02692
N -0.19768 -2.50203 -0.06793
C -0.67387 -2.41918 -1.43310
C -1.12512 -3.23924 0.76030
H 4.33015 -0.54655 -0.60004
H 3.37549 0.90512 -0.13335
H 2.98891 0.05880 -1.63560
H 3.65644 -1.57861 1.64810
H 1.92033 -1.47575 2.09064
H 2.84496 0.00540 1.91110
H 3.18258 -2.74156 -0.46252
H 2.05213 -1.98706 -1.59508
H 1.33629 -3.28347 1.07741
H 1.19198 -4.04021 -0.50921
H -0.72924 -3.42217 -1.90538
H -0.03133 -1.77550 -2.02974
H -1.66798 -1.97140 -1.44493
H -1.19648 -4.30577 0.46331
H -2.12018 -2.80025 0.68032
H -0.81386 -3.18781 1.80532
C -0.37587 4.80492 -2.63177
C -0.43791 3.37201 -2.12585
S -1.32972 3.19227 -0.61231
C 0.12819 2.37205 -2.83277
C 0.82738 2.61864 -4.14846
S 0.13188 0.65960 -2.38684
H -0.74635 5.47452 -1.85917
H -0.99688 4.94764 -3.52559
H 0.64426 5.11336 -2.88639
H 0.82330 3.66791 -4.45434
H 0.34853 2.03037 -4.93847
H 1.86569 2.27606 -4.09564
C 2.08904 2.73786 3.40657
C 2.42946 3.06173 1.94006
C 3.96454 3.17924 1.80672
C 1.79898 4.41439 1.56783
O 1.97385 2.07247 1.10577
H 2.39467 3.53879 4.08993
H 2.58642 1.81391 3.71306
H 1.01380 2.57879 3.50338
H 4.38525 3.95366 2.45858
H 4.21598 3.41490 0.77026
H 4.42593 2.22078 2.06010
H 2.17300 5.23361 2.19464
H 0.71351 4.35576 1.66360
H 2.01140 4.63521 0.51986
*
```

# C3H6N4O

2 unconnected molecules or ions with the total composition C3H6N4O in a non-equilibrium geometry (wB97M-V/def2-TZVPD, the OMol25 dataset).

frontier orbital gap = 8.65 eV
largest force on an atom = 5.16 eV Å⁻¹
E_tot = -11208.119 eV
LUMO energy = -0.17 eV

Geometry as ORCA input:
```
! RIJCOSX wB97M-V def2-TZVPD def2/J DEFGRID3
* xyz 0 1
C 0.56059 0.64655 -0.40621
C -0.26239 -0.44461 0.16735
C -1.53397 1.50774 0.02364
H 2.64254 -1.69829 0.10671
H 3.72734 -0.07011 -0.56325
H -0.47404 -1.35737 -0.52177
H 0.31988 -1.05794 1.06243
H -2.89897 -1.42617 0.15311
H -2.29694 2.34052 0.64502
N 2.79975 -0.29952 0.09575
N 1.84876 0.71142 -0.33260
N -1.64415 0.07934 0.37142
N -0.27704 1.85218 -0.20381
O -2.51137 -0.78374 -0.59777
*
```